Entry 1:
10
Properties=species:S:1:pos:R:3:forces:R:3:mulliken_charge:R:1 method="wB97M-V/def2-TZVPD" fmax_ha_per_bohr=0.06306 multiplicity=1 energy_ha=-1150.06700 relative_energy_kcal_mol=9.2 homo_lumo_gap_ha=0.330 smiles=Clc1c#ccc(Cl)c1
Cl -0.826 0.211 3.124 1.1 -0.2 -1.2 -0.1800
C -0.146 -0.181 1.511 -0.9 0.5 -1.1 0.1541
C -0.449 -1.384 0.849 0.4 1.5 2.9 0.1140
C -0.317 -1.704 -0.311 1.0 1.1 -2.9 -0.2127
C 0.054 -0.839 -1.387 -0.8 1.1 1.8 -0.4056
C 0.297 0.509 -0.870 0.7 -1.2 0.7 0.3156
Cl 0.609 1.908 -1.986 -0.2 -1.6 1.0 -0.2050
C 0.347 0.809 0.583 -1.7 -1.6 -1.0 -0.3730
H -0.068 -1.167 -2.411 0.4 0.6 -0.1 0.4052
H 0.499 1.838 0.898 0.1 -0.3 -0.1 0.3874

***

Entry 2:
9
Properties=species:S:1:pos:R:3:forces:R:3:mulliken_charge:R:1 method="wB97M-V/def2-TZVPD" fmax_ha_per_bohr=0.08229 multiplicity=1 energy_ha=-2010.28709 relative_energy_kcal_mol=69.2 homo_lumo_gap_ha="0.290 / 0.290"
C -0.752 -1.639 -0.702 -0.3 3.4 2.5 0.0208
C 0.812 0.369 0.310 1.7 0.6 -1.8 -0.1787
C -0.686 0.524 0.405 0.1 -3.2 -0.6 0.3312
N -0.767 -2.550 -1.386 -0.1 -1.8 -1.2 -0.4114
Cl 1.619 1.843 0.956 -0.5 -0.2 0.1 -0.1190
Cl 1.245 0.202 -1.442 0.3 0.5 0.3 -0.0887
Cl -1.469 1.445 -0.754 -0.1 0.3 0.5 0.0453
Cl -1.393 0.288 1.929 0.2 0.3 -0.5 -0.0172
H 1.390 -0.481 0.684 -1.3 0.1 0.8 0.4177

***

Entry 3:
13
Properties=species:S:1:pos:R:3:forces:R:3:mulliken_charge:R:1 method="wB97M-V/def2-TZVPD" fmax_ha_per_bohr=0.00528 multiplicity=1 energy_ha=-232.24754 relative_energy_kcal_mol=124.3 homo_lumo_gap_ha=0.345
C -0.254 0.296 -0.834 0.1 0.0 0.1 -0.4019
C -0.272 -1.134 -0.275 -0.1 -0.1 0.0 -0.4766
C 0.631 -0.883 0.940 0.1 -0.2 0.0 -0.3917
O 0.327 0.456 1.403 0.0 0.1 0.1 -0.3311
C -0.210 1.121 0.342 -0.2 0.1 -0.2 -0.2935
H 0.540 0.414 -1.564 -0.1 0.1 0.1 0.2669
H -0.717 1.551 -1.365 0.0 0.0 0.0 0.1058
H 0.144 -1.881 -0.954 0.0 0.1 0.1 0.3034
H -1.272 -1.451 0.040 0.1 0.0 0.0 0.2290
H 0.429 -1.545 1.782 0.0 0.0 -0.1 0.2685
H 1.696 -0.934 0.679 -0.1 0.0 0.0 0.2681
H -1.000 1.782 0.671 0.1 -0.1 -0.1 0.3089
H -0.110 2.235 -0.840 0.0 0.0 0.1 0.1442

***

Entry 4:
16
Properties=species:S:1:pos:R:3:forces:R:3:mulliken_charge:R:1 method="wB97M-V/def2-TZVPD" fmax_ha_per_bohr=0.02406 multiplicity=1 energy_ha=-325.84687 relative_energy_kcal_mol=56.9 homo_lumo_gap_ha=0.375 smiles="CC1(C)CNC1=O"
C -1.710 0.518 0.244 0.1 -0.3 -0.4 -1.3987
C -0.247 0.015 0.017 0.2 -0.2 -0.1 1.1423
C 0.080 -0.963 1.143 0.2 0.0 0.1 -1.4105
C 0.906 -0.636 -1.253 -0.7 0.0 0.2 -0.5955
N 1.634 0.545 -0.927 0.1 0.4 -0.1 -0.1110
C 0.618 1.216 -0.291 0.2 0.4 0.4 0.0610
O 0.386 2.402 -0.236 0.2 -0.3 0.5 -0.6148
H -1.709 1.014 1.239 0.3 -0.3 -0.5 0.3279
H -2.473 -0.261 0.314 0.2 -0.1 -0.2 0.3786
H -2.031 1.301 -0.450 0.2 -0.3 -0.1 0.3507
H -0.214 -0.613 2.139 0.1 0.1 -0.2 0.3722
H 1.142 -1.215 1.140 -0.1 0.0 0.2 0.3800
H -0.489 -1.885 0.943 0.2 0.3 0.1 0.3207
H 1.557 -1.537 -1.184 -1.1 0.1 0.6 0.3138
H 0.415 -0.633 -2.223 0.0 0.2 -0.1 0.2533
H 2.623 0.734 -0.895 -0.2 0.0 -0.4 0.2300

***

Entry 5:
33
Properties=species:S:1:pos:R:3:forces:R:3:mulliken_charge:R:1 method="wB97M-V/def2-TZVPD" fmax_ha_per_bohr=0.00689 multiplicity=1 energy_ha=-3743.38132 relative_energy_kcal_mol=0.0 homo_lumo_gap_ha=0.240
Li -0.351 0.998 0.001 -0.1 -0.3 0.0 1.0098
O 4.634 4.845 -0.001 0.0 -0.1 0.0 -0.5131
C 3.640 3.936 -0.001 0.0 0.2 0.0 1.0485
C 3.855 2.561 -0.001 0.0 0.0 0.0 -0.7398
C 2.757 1.731 -0.001 -0.1 0.0 0.0 -0.3230
N 1.484 2.157 0.000 0.2 0.0 0.0 -0.5038
C 1.321 3.479 0.001 -0.2 -0.1 0.0 0.1448
Br -0.458 4.076 0.002 -0.1 0.2 0.0 -0.1429
C 2.337 4.413 0.000 0.0 -0.1 0.0 -0.4599
H 5.490 4.403 -0.001 0.0 0.0 0.0 0.2990
H 4.854 2.146 -0.002 0.0 0.0 0.0 0.3030
H 2.902 0.661 -0.001 0.0 0.0 0.0 0.3276
H 2.131 5.472 0.001 0.0 0.0 0.0 0.4441
C 1.596 -1.664 0.001 0.0 0.0 0.0 -1.0520
C 0.144 -2.054 0.001 0.0 -0.1 0.0 0.8345
C -0.207 -3.421 0.000 0.0 0.1 0.0 -0.6514
C -1.526 -3.755 0.000 0.0 0.0 0.0 -0.6742
C -2.511 -2.747 0.000 -0.2 -0.1 0.0 1.2785
C -3.891 -3.066 -0.001 0.1 0.0 0.0 -0.9020
C -4.800 -2.051 -0.001 0.0 0.2 0.0 -0.5299
C -4.380 -0.708 0.000 -0.1 -0.1 0.0 -0.4486
C -3.051 -0.335 0.000 0.1 0.1 0.0 0.4339
S -2.593 1.351 0.001 0.0 -0.2 0.0 -0.8278
C -2.085 -1.400 0.000 0.3 0.2 0.0 -0.2197
N -0.745 -1.087 0.001 -0.1 0.0 0.0 -0.7779
H 2.244 -2.539 0.001 0.0 0.0 0.0 0.2858
H 1.828 -1.069 0.887 0.0 0.0 0.0 0.2576
H 1.829 -1.068 -0.884 0.0 0.0 0.0 0.2567
H 0.568 -4.175 0.000 0.0 0.0 0.0 0.3380
H -1.837 -4.794 -0.001 0.0 0.0 0.0 0.3896
H -4.196 -4.105 -0.001 0.0 0.0 0.0 0.3340
H -5.862 -2.269 -0.001 0.0 0.0 0.0 0.3629
H -5.121 0.082 0.000 0.0 0.0 0.0 0.4179

***

Entry 6:
12
Properties=species:S:1:pos:R:3:forces:R:3:mulliken_charge:R:1 method="wB97M-V/def2-TZVPD" fmax_ha_per_bohr=0.05019 multiplicity=1 energy_ha=-647.16117 relative_energy_kcal_mol=42.4 homo_lumo_gap_ha=0.322 smiles="OC1=[PH]=C(O)C=C1"
O 1.776 -0.960 -1.837 0.0 1.5 0.6 -0.5119
C 0.816 -0.538 -0.911 -1.4 -1.2 -0.2 0.2043
P 1.179 0.644 0.383 0.3 -1.7 1.5 -0.1553
C -0.545 0.440 0.986 0.7 -0.3 1.1 0.3915
O -1.035 1.343 1.881 -1.7 0.5 -1.0 -0.5405
C -1.272 -0.518 0.359 1.2 2.3 0.1 -0.4995
C -0.407 -1.145 -0.669 0.8 -0.3 -0.9 -0.2720
H 2.348 -0.156 -1.998 -0.8 -1.5 0.1 0.3396
H 0.809 1.761 -0.229 -0.4 2.1 -1.1 0.0409
H -0.645 1.522 2.729 0.9 -0.5 0.1 0.3472
H -2.351 -0.290 0.448 0.4 -1.4 -0.3 0.3005
H -0.673 -2.103 -1.142 0.0 0.7 0.0 0.3550

***

Entry 7:
83
Properties=species:S:1:pos:R:3:forces:R:3:mulliken_charge:R:1 method="wB97M-V/def2-TZVPD" fmax_ha_per_bohr=0.03586 multiplicity=1 energy_ha=-4038.64979 relative_energy_kcal_mol=0.0 homo_lumo_gap_ha=0.320
Ca -0.192 -0.174 0.078 -0.2 -0.2 0.4 3.0335
Cl 2.037 -1.408 3.334 -0.9 1.5 -0.6 1.7025
O 1.003 -2.128 4.027 0.3 -0.3 0.2 -0.6968
O 3.323 -2.008 3.445 0.4 -0.6 0.2 -0.6921
O 1.665 -1.344 1.919 0.1 0.1 0.1 -0.5728
O 2.111 -0.046 3.867 0.0 -0.5 -0.3 -0.6977
Cl -3.906 -1.201 -0.860 0.0 -1.5 -1.0 1.8065
O -4.639 -0.795 0.298 -0.2 0.1 0.4 -0.6856
O -3.743 -2.662 -0.864 -0.2 0.7 0.2 -0.7246
O -4.581 -0.801 -2.070 0.2 0.0 0.5 -0.7162
O -2.584 -0.620 -0.834 0.6 0.5 0.0 -0.6672
O 0.181 -0.302 -2.230 -0.2 -0.2 -0.2 0.0793
C 0.409 -0.798 -3.296 0.3 0.8 -0.2 -0.2607
O 0.203 -2.076 -3.596 0.1 -0.5 0.0 -0.1720
C 0.961 -2.422 -4.788 -0.2 -0.2 0.2 -0.5113
C 1.055 -1.117 -5.559 -0.4 -0.5 -0.7 -0.7096
C 1.026 -0.063 -4.470 0.1 0.0 -0.6 -0.2142
H 0.418 -3.194 -5.328 -0.1 0.0 0.1 0.3136
H 1.904 -2.844 -4.437 0.1 0.2 -0.1 0.2929
H 0.143 -1.053 -6.160 0.0 0.1 0.2 0.2886
H 1.848 -1.098 -6.304 0.3 0.1 0.4 0.3581
H 0.411 0.772 -4.804 0.0 0.1 0.5 0.2421
H 2.006 0.323 -4.188 0.0 -0.1 0.1 0.2899
O -0.137 -2.411 -0.279 0.2 -0.1 0.1 0.1353
C 0.122 -3.516 -0.662 0.1 -0.2 -0.9 -0.2246
O 1.372 -3.984 -0.746 0.2 0.0 0.5 -0.3833
C 1.351 -5.368 -1.184 -0.2 0.5 0.0 -0.5434
C -0.079 -5.823 -0.908 0.2 -0.5 -0.2 -0.5932
C -0.822 -4.543 -1.215 -0.6 0.2 0.1 -0.0087
H 2.124 -5.903 -0.642 0.0 0.0 0.0 0.3436
H 1.562 -5.324 -2.256 0.1 -0.4 0.0 0.2583
H -0.197 -6.116 0.135 0.0 0.0 0.0 0.2654
H -0.347 -6.671 -1.538 -0.1 0.1 0.0 0.3709
H -1.830 -4.371 -0.840 0.1 -0.3 0.1 0.2210
H -0.879 -4.387 -2.298 0.1 0.1 0.0 0.0857
O 0.100 1.455 1.675 0.2 0.1 -0.5 0.4490
C 0.049 2.380 2.423 0.1 0.1 1.1 -0.1504
O -0.353 3.607 2.038 -0.1 0.0 -0.4 -0.2636
C -0.270 4.529 3.136 0.0 -0.1 0.3 -0.4912
C -0.277 3.673 4.388 0.7 -0.1 1.0 -0.7064
C 0.352 2.351 3.912 -1.0 0.9 -0.4 -0.2195
H -1.093 5.235 3.076 0.0 0.0 -0.2 0.3211
H 0.688 5.048 3.057 -0.1 0.2 -0.1 0.2915
H -1.235 3.518 4.883 -0.3 0.0 -0.6 0.3078
H 0.331 4.136 5.170 0.1 0.0 -0.1 0.3308
H -0.175 1.491 4.312 0.6 -0.3 0.1 0.3024
H 1.425 2.337 4.075 0.0 -0.5 0.0 0.2835
O 2.191 0.563 -0.327 -0.6 0.2 -0.2 -0.7352
C 2.962 1.455 -0.106 0.4 -0.9 0.2 0.0813
O 2.794 2.702 -0.560 -0.4 0.4 0.1 -0.1084
C 3.876 3.535 -0.133 0.9 0.2 -0.3 -0.4787
C 5.040 2.575 0.189 -0.6 0.0 0.2 -0.6477
C 4.278 1.307 0.612 0.1 0.8 -0.3 -0.2557
H 3.616 4.148 0.733 -0.4 -0.3 0.1 0.2957
H 4.094 4.228 -0.945 0.0 -0.1 -0.1 0.3125
H 5.646 2.996 0.987 0.2 -0.1 -0.1 0.3187
H 5.653 2.370 -0.687 0.0 0.2 0.0 0.2980
H 4.094 1.319 1.688 -0.1 -0.4 0.0 0.1764
H 4.725 0.380 0.271 0.1 -0.1 0.4 0.3699
O -1.028 1.801 -0.904 0.2 0.1 -0.3 -0.3900
C -1.204 2.858 -1.441 -0.1 0.2 0.5 -0.1818
O -2.383 3.177 -1.983 -0.2 -0.1 -0.4 -0.3741
C -2.392 4.551 -2.409 -0.2 0.1 0.1 -0.5153
C -0.922 4.901 -2.544 0.4 0.0 -1.1 -0.6273
C -0.290 4.069 -1.448 -0.8 -0.1 0.2 0.2437
H -2.931 5.115 -1.643 0.3 0.1 0.1 0.2750
H -2.964 4.656 -3.328 0.1 -0.3 -0.1 0.3705
H -0.693 5.962 -2.630 -0.1 0.1 0.6 0.3566
H -0.558 4.503 -3.501 -0.2 -0.1 0.0 0.2796
H -0.534 4.483 -0.461 0.6 0.2 0.0 0.0053
H 0.752 3.791 -1.550 0.1 0.1 0.1 0.0984
O -1.487 -0.855 1.916 0.2 0.5 0.1 -0.7774
C -2.186 -1.638 2.499 0.0 -0.3 -0.4 0.0244
O -2.960 -1.261 3.515 -0.2 0.1 0.2 -0.4629
C -3.710 -2.396 4.010 -0.2 0.1 0.0 -0.5054
C -3.706 -3.357 2.839 -0.4 -0.3 -0.6 -0.6912
C -2.344 -3.108 2.198 -0.5 0.2 0.8 0.8059
H -4.723 -2.092 4.267 0.1 0.3 0.0 0.3551
H -3.213 -2.717 4.926 0.1 -0.3 -0.1 0.2795
H -4.453 -3.034 2.106 0.0 0.2 0.2 0.2335
H -3.979 -4.388 3.062 0.4 0.0 0.3 0.4324
H -2.344 -3.270 1.126 0.3 -0.1 0.0 -0.6836
H -1.556 -3.614 2.765 0.2 -0.1 -0.4 0.3541

***

Entry 8:
15
Properties=species:S:1:pos:R:3:forces:R:3:mulliken_charge:R:1 method="wB97M-V/def2-TZVPD" fmax_ha_per_bohr=0.00402 multiplicity=1 energy_ha=-304.83027 relative_energy_kcal_mol=3.3 homo_lumo_gap_ha=0.322 smiles=Cc1c[nH]c(N)c1
C 1.118 1.898 -0.916 0.0 0.1 0.0 -1.1647
C 0.441 0.817 -0.131 0.1 -0.1 0.1 0.8446
C 0.767 0.347 1.116 0.1 0.1 -0.1 -0.8592
N 0.025 -0.789 1.353 -0.1 -0.2 -0.1 -0.0070
C -0.769 -1.051 0.269 0.1 0.1 0.0 0.1636
N -1.490 -2.264 0.200 -0.2 0.0 -0.1 -0.5894
C -0.563 -0.053 -0.650 0.0 -0.1 -0.1 -0.7241
H 1.730 1.436 -1.701 -0.1 0.1 0.1 0.2420
H 0.402 2.560 -1.415 0.1 -0.1 0.1 0.3051
H 1.783 2.509 -0.299 -0.1 -0.1 0.0 0.3220
H 1.475 0.715 1.848 -0.1 -0.1 -0.1 0.3778
H 0.148 -1.432 2.118 0.0 0.1 -0.1 0.2237
H -2.429 -2.194 0.578 0.1 0.0 0.0 0.2444
H -1.568 -2.550 -0.769 0.0 -0.1 0.2 0.2580
H -1.070 0.049 -1.602 0.1 -0.1 0.1 0.3632

***

Entry 9:
19
Properties=species:S:1:pos:R:3:forces:R:3:mulliken_charge:R:1 method="wB97M-V/def2-TZVPD" fmax_ha_per_bohr=0.02453 multiplicity=1 energy_ha=-310.98932 relative_energy_kcal_mol=43.9 homo_lumo_gap_ha=0.382 smiles="C=CC/C=C/C.O"
C -2.721 2.051 0.345 0.2 -0.2 -0.3 -0.7003
C -1.429 1.751 0.288 -0.2 -0.4 -0.4 -0.2149
C -0.927 0.312 0.354 0.1 0.7 0.8 -0.5081
C 0.580 0.229 0.396 -0.7 -0.8 -0.5 -0.4565
C 1.256 0.051 -0.730 0.9 -0.1 -0.3 -0.0617
C 2.769 -0.046 -0.859 -0.8 0.2 0.9 -1.1065
H -3.120 2.962 -0.078 0.0 0.3 0.6 0.2608
H -3.422 1.288 0.670 -0.1 0.0 -0.2 0.2653
H -0.682 2.483 0.004 -0.1 0.1 -0.2 0.3016
H -1.301 -0.191 -0.535 0.1 -0.1 -0.1 0.2817
H -1.392 -0.187 1.212 0.1 0.0 0.0 0.3868
H 1.069 0.218 1.361 0.2 0.2 0.1 0.3515
H 0.741 0.008 -1.686 -0.3 0.0 0.2 0.3047
H 3.049 -0.255 -1.883 0.3 0.2 -0.1 0.3173
H 3.158 -0.830 -0.216 0.1 -0.3 0.0 0.2980
H 3.180 0.877 -0.445 0.3 0.0 -0.5 0.2815
O -0.247 -3.915 0.381 -0.1 0.6 0.5 -0.6503
H 0.185 -3.062 0.225 0.0 -0.3 -0.1 0.3302
H -0.748 -3.745 1.197 0.2 -0.3 -0.4 0.3190

***

Entry 10:
17
Properties=species:S:1:pos:R:3:forces:R:3:mulliken_charge:R:1 method="wB97M-V/def2-TZVPD" fmax_ha_per_bohr=0.02859 multiplicity=1 energy_ha=-971.99828 relative_energy_kcal_mol=12.5 homo_lumo_gap_ha=0.335 smiles=CCN.CSS
C 1.717 1.081 1.883 0.8 -0.3 -0.6 -1.0274
C 2.881 0.627 1.000 0.8 0.7 1.1 -0.3366
N 2.610 0.409 -0.415 -0.4 0.3 0.1 -0.5628
H 2.186 1.388 2.813 -0.3 -0.1 0.3 0.3052
H 1.277 1.979 1.450 -0.5 -0.2 0.0 0.3505
H 1.034 0.253 2.055 -0.4 0.3 0.0 0.2702
H 3.627 1.415 1.156 0.2 0.1 -0.3 0.2564
H 3.348 -0.230 1.491 -0.2 -0.4 -0.4 0.2805
H 3.400 0.764 -0.941 0.1 -0.3 -0.1 0.2422
H 1.851 1.037 -0.668 -0.1 -0.2 -0.1 0.2243
C -3.757 -2.186 -1.319 0.0 0.2 1.0 -0.7669
S -3.478 -0.631 -0.383 0.6 -0.5 -0.7 -0.0598
S -2.259 0.268 -1.841 -0.4 0.1 0.7 -0.2066
H -3.966 -2.956 -0.577 -0.3 0.0 0.0 0.2694
H -2.816 -2.488 -1.766 -0.1 0.1 -0.4 0.3158
H -4.591 -2.057 -1.997 0.2 -0.2 -0.3 0.2820
H -3.066 1.327 -1.939 0.0 0.2 -0.3 0.1636